DFT (the ωB97M-V functional and the def2-TZVPD basis) results for a structure of composition C11H31BF4O13Tl in a non-equilibrium geometry.

Geometry (Å):
Tl -2.23884 0.57517 4.37018
O -4.71064 -2.97670 1.67227
C -4.92023 -2.17904 2.69018
O -6.01245 -2.19675 3.27813
O -4.08828 -1.37047 3.02778
H -3.81907 -2.69640 1.45289
B -1.22629 -0.77705 0.45276
F -1.13902 -2.15944 0.48691
F -2.48328 -0.43860 -0.09370
F -1.26385 -0.27745 1.75658
F -0.17218 -0.41321 -0.31859
C 2.38678 -1.29809 -2.67405
C 1.21866 -2.12918 -3.24369
O -0.01699 -1.45492 -2.94106
O 2.20655 -1.44765 -1.25629
H 2.47296 -0.26725 -3.01764
H 3.28513 -1.85376 -2.94290
H 1.02679 -3.07481 -2.73667
H 1.25924 -2.32302 -4.31555
H -0.29511 -1.67929 -2.05005
H 1.52286 -0.85572 -0.93414
C 2.65160 1.79953 0.15182
C 3.26753 3.21032 0.35787
O 2.70254 3.64898 1.57294
O 1.24466 1.99468 0.26637
H 2.83537 1.10645 0.97277
H 3.09099 1.41753 -0.76965
H 2.88293 3.84864 -0.43757
H 4.35745 3.20213 0.36885
H 1.77037 3.41969 1.58276
H 0.81632 1.17459 0.01026
C -1.92549 3.23795 1.66235
C -3.28597 2.66372 1.20638
O -3.38659 1.32080 1.61432
O -1.70717 3.18076 3.06527
H -1.90359 4.28544 1.36171
H -1.03925 2.79535 1.20760
H -3.35035 2.66743 0.11829
H -4.08201 3.32775 1.54325
H -3.19109 0.79820 0.83313
H -0.84632 3.58636 3.19187
C 1.04154 -4.08687 1.48836
C 2.49961 -4.64541 1.38531
O 3.14463 -4.75187 2.67263
O 1.07486 -2.73258 2.03389
H 0.42083 -4.74812 2.09299
H 0.60132 -4.07802 0.49125
H 3.17933 -4.08078 0.74713
H 2.38104 -5.59774 0.86848
H 4.00474 -5.17238 2.60208
H 0.30285 -2.39540 1.57353
C 0.54101 2.04092 -3.07873
C -0.95244 2.23416 -3.23887
O -1.60697 1.88515 -2.12655
O 1.09021 3.02758 -2.28776
H 0.93454 2.05357 -4.09513
H 0.73543 1.03989 -2.69371
H -1.30409 1.67237 -4.10423
H -1.14800 3.26585 -3.53123
H -1.72224 0.94957 -1.94489
H 0.88720 2.72761 -1.39871

Output
Relative energy (zero: lowest compared OMol25 entry of this formula, charge and spin), eV: 2.266
Total charge: +1

DFT (the ωB97M-V functional and the def2-TZVPD basis) results for a cluster of 3 separate species, C11H31BNO3 in total.

Geometry (Å):
C 7.67954 0.47324 -0.44514
C 7.59734 -0.04732 -1.88973
C 6.15289 -0.12220 -2.42260
O 5.28651 -0.55926 -1.44654
B 3.95151 -1.04447 -1.93635
C 2.82860 -0.87325 -0.74622
C 2.00566 0.40236 -0.84541
N 2.85108 1.61361 -0.89710
H 8.43772 -0.07089 0.12559
H 7.98061 1.52556 -0.41998
H 6.71365 0.36470 0.04216
H 8.04218 -1.04434 -1.94808
H 8.16737 0.62079 -2.54334
H 5.85589 0.87059 -2.81259
H 6.13971 -0.80125 -3.29160
H 4.03749 -2.24712 -2.27646
H 3.60692 -0.39891 -2.95391
H 2.13964 -1.72727 -0.75205
H 3.35036 -0.88535 0.22243
H 1.33794 0.52970 0.01490
H 1.38168 0.32223 -1.74896
H 2.38371 2.39827 -0.46696
H 3.08647 1.85772 -1.84646
C -2.07098 0.62189 -0.39859
C -1.95218 -0.82592 0.05669
C -3.19344 -1.28279 0.80942
O -0.78118 -1.00530 0.83898
H -2.18425 1.27859 0.46999
H -1.17091 0.92245 -0.93466
H -2.93667 0.76509 -1.04908
H -1.79454 -1.46153 -0.81686
H -3.34116 -0.68192 1.70907
H -3.09306 -2.32482 1.11539
H -4.08772 -1.18675 0.18893
H -0.85421 -0.45449 1.62489
C -6.70208 1.45204 1.59560
C -6.61149 0.01785 2.09231
C -7.89594 -0.43448 2.76918
O -5.49467 -0.14557 2.96138
H -6.87264 2.13215 2.43548
H -5.77248 1.74423 1.10759
H -7.52258 1.57504 0.88714
H -6.39687 -0.64111 1.24898
H -8.10240 0.19106 3.64270
H -7.80608 -1.46681 3.10656
H -8.74723 -0.36110 2.09087
H -5.62968 0.41503 3.73242

Output
Total charge: -1

DFT (the ωB97M-V functional and the def2-TZVPD basis) results for a structure of composition C11H32AgN4O5 in a non-equilibrium geometry.

Geometry (Å):
Ag 0.87783 -0.72198 0.39019
C 2.39312 -2.45193 -2.24269
O 2.29152 -2.25934 -0.84590
H 1.94436 -1.58162 -2.72151
H 3.36288 -2.65429 -2.69735
H 1.76365 -3.28981 -2.54245
C 0.39551 -3.21097 3.37156
O 0.70718 -2.32220 2.35925
H -0.57005 -2.87938 3.75344
H 0.46967 -4.20069 2.92094
H 1.13603 -3.34774 4.15961
C -2.12404 0.34757 -3.36729
C -0.65335 0.34344 -2.78813
C 0.39595 1.18104 -3.51838
O -0.22685 2.27963 -4.21922
C 0.73739 3.03992 -4.94889
N -0.73281 0.58021 -1.37404
H -2.50234 1.32679 -3.66074
H -2.73724 -0.33702 -2.78126
H -2.07125 -0.14521 -4.33810
H -0.35205 -0.70177 -2.85787
H 0.77612 0.48416 -4.26533
H 1.26967 1.30950 -2.87946
H 0.23139 3.72379 -5.63034
H 1.53824 2.55194 -5.50443
H 1.34285 3.57088 -4.21431
H -1.47443 -0.03820 -1.07794
H -1.12235 1.51181 -1.35219
C -1.28781 1.82728 2.06439
C 0.09417 1.88953 2.72642
C 0.38658 0.97286 3.93798
O 1.71603 1.01832 4.31845
C 2.09229 2.22184 4.93681
N 0.94097 1.57448 1.56056
H -2.05409 2.16235 2.76342
H -1.52179 0.77228 1.92181
H -1.45292 2.35340 1.12416
H 0.34590 2.89475 3.06445
H -0.03279 0.00600 3.65972
H -0.23977 1.34949 4.74664
H 3.02273 2.05588 5.47980
H 1.41144 2.60211 5.69834
H 2.42176 3.03712 4.29271
H 1.10527 2.41020 1.01771
H 1.82107 1.28059 1.95952
C -1.53419 -3.09515 -0.29634
O -0.60191 -3.85243 -0.41613
N -2.50191 -3.10727 -1.22011
N -1.77772 -2.28900 0.66950
H -2.42899 -3.79557 -1.95566
H -3.35339 -2.56559 -1.17932
H -2.48449 -1.58000 0.53574
H -1.15305 -2.25194 1.46229

Output
Multiplicity: 2

DFT (the ωB97M-V functional and the def2-TZVPD basis) results for a structure of composition C11H32AlO11S5.

Geometry (Å):
C -3.74784 -0.29654 -0.80392
Al -2.22723 0.11444 -1.97633
S -1.09621 -1.74352 -2.68535
S -0.68906 1.19649 -0.46607
C -0.09728 -0.03807 0.70634
O -1.39031 2.17543 0.38256
O 0.54355 1.68775 -1.12378
H -4.62744 -0.59483 -1.38478
H -4.02676 0.57538 -0.20241
H -3.52867 -1.11573 -0.11061
H -2.44337 1.13515 -3.17605
H -0.21009 -1.85396 -1.68671
H 0.49184 0.50946 1.44559
H -0.95494 -0.51244 1.18354
H 0.51909 -0.78033 0.19955
O 2.91483 1.18117 2.47933
S 3.68392 0.54142 1.44490
O 3.60855 -0.88554 1.33993
O 5.21171 0.97486 1.62438
C 5.76529 0.87588 2.95894
C 6.07851 -0.54965 3.35667
C 3.35860 1.29666 -0.08819
H 5.06976 1.34862 3.65315
H 6.66762 1.48220 2.90333
H 5.17271 -1.14658 3.44031
H 6.58734 -0.54021 4.32269
H 6.73293 -1.01835 2.62189
H 3.46849 2.37145 0.02565
H 2.31295 1.07712 -0.32840
H 4.03335 0.89132 -0.83741
O -1.30374 -1.18751 5.86496
S -0.89251 -0.06634 6.65834
O -1.85109 0.95843 6.94708
O 0.42164 0.55255 6.06342
C 0.49615 0.80625 4.61428
C -0.33283 1.99045 4.18711
C -0.20947 -0.63771 8.17994
H 0.20054 -0.10924 4.10259
H 1.55708 0.96369 4.45135
H -1.39808 1.80583 4.31642
H -0.14836 2.17793 3.12777
H -0.05861 2.88024 4.75415
H 0.52812 -1.40588 7.96598
H -1.03923 -1.04488 8.75329
H 0.23501 0.20736 8.69861
O -3.38922 -1.34242 -5.32839
S -2.38306 -1.56727 -6.32128
O -1.22012 -0.74100 -6.36400
O -3.09305 -1.54395 -7.75701
C -4.01542 -0.44544 -7.98811
C -3.30901 0.87562 -8.19332
C -1.89608 -3.25456 -6.30939
H -4.70900 -0.40407 -7.14819
H -4.55712 -0.75834 -8.87896
H -2.79918 1.19746 -7.28724
H -4.05189 1.62929 -8.46210
H -2.57729 0.80212 -8.99779
H -2.78495 -3.87845 -6.31676
H -1.33963 -3.37842 -5.38008
H -1.26141 -3.44076 -7.17142

Output
Total charge: -1

DFT (the ωB97M-V functional and the def2-TZVPD basis) results for a structure of composition C11H32B2NO2SSn in a non-equilibrium geometry.

Geometry (Å):
Sn -12.31195 5.22288 5.91397
C -12.53070 -0.51899 5.35512
C -12.02232 0.88763 5.07157
C -11.60758 0.97534 3.54263
C -12.72516 1.02150 2.47243
C -13.74440 2.04201 2.91312
C -14.29962 1.93542 4.35884
N -13.12040 1.88201 5.26555
O -13.40310 2.13292 6.66430
C -15.34349 0.72041 4.39815
C -15.13478 3.29103 4.61920
C -10.77273 1.33965 5.90761
H -11.68416 -1.19966 5.26492
H -13.18385 -0.77249 4.52012
H -13.08697 -0.59051 6.28976
H -10.97649 0.13352 3.25771
H -11.00913 1.87989 3.43424
H -13.27156 0.08020 2.41320
H -12.30398 1.36420 1.52730
H -14.58380 2.10543 2.22067
H -13.30195 3.02263 2.73783
H -15.46355 0.56817 5.47076
H -14.96314 -0.19766 3.95031
H -16.33417 1.05915 4.09500
H -15.92966 3.54692 3.91864
H -14.54492 4.20284 4.52565
H -15.58521 3.38597 5.60723
H -9.84056 0.85213 5.62217
H -10.96303 1.12651 6.95949
H -10.55851 2.40482 5.82036
B -9.43240 4.88880 4.60420
H -10.29220 4.27362 4.38845
H -8.52454 4.43790 4.23445
H -9.61565 5.84146 4.13185
H -9.31017 5.13834 5.64681
B -10.50458 7.58933 6.89701
H -10.68369 7.70819 5.83964
H -9.79273 8.33211 7.22221
H -11.38462 7.92833 7.42125
H -10.24825 6.58401 7.19346
C -9.59944 3.47294 9.58839
S -11.34092 4.07147 9.98676
O -12.06151 4.41508 8.69216
C -11.89986 2.39670 10.54055
H -9.00944 4.33426 9.27510
H -9.77126 2.90239 8.67568
H -9.21870 2.82544 10.37825
H -11.22073 1.83210 11.17938
H -12.13903 1.75461 9.69283
H -12.84342 2.55341 11.06327

Output
Total charge: -1

DFT (the ωB97M-V functional and the def2-TZVPD basis) results for a structure of composition C11H32ClO11S3Ti in a non-equilibrium geometry.

Geometry (Å):
Ti -1.57538 1.49563 0.46053
Cl -2.60829 3.43283 1.98724
O -0.77887 -0.12724 2.58161
S 0.18085 -1.17475 2.31652
O 1.47241 -0.85421 1.74341
O 0.37068 -1.96723 3.74119
C 1.35723 -3.01253 3.78864
C 0.60117 -4.23192 4.35602
C -0.68278 -2.50570 1.42389
H 2.19888 -2.74840 4.42596
H 1.75879 -3.16173 2.78416
H 1.14999 -5.17006 4.32496
H -0.30892 -4.38481 3.77308
H 0.23868 -3.93935 5.33972
H -1.32694 -2.90691 2.20069
H 0.05297 -3.24975 1.12820
H -1.21688 -2.08205 0.58451
O -0.55872 -0.26949 -0.89030
S -0.08393 -0.71956 -2.17570
O 0.68298 0.15707 -3.02520
O 0.72753 -2.08268 -1.85609
C 1.37197 -2.71522 -2.98531
C 0.91102 -4.15371 -3.09671
C -1.47876 -1.33005 -3.17860
H 2.44953 -2.57438 -2.95681
H 1.03462 -2.19816 -3.88873
H 1.09212 -4.71983 -2.18637
H 1.30030 -4.58066 -4.02052
H -0.17098 -4.16899 -3.26234
H -1.85016 -2.24459 -2.72359
H -1.16184 -1.45700 -4.21164
H -2.24580 -0.55713 -3.16032
O 0.51924 2.13328 1.20753
S 1.42378 2.93960 2.00859
O 1.75578 2.66567 3.37174
O 2.86825 2.94559 1.22841
C 2.86419 2.97020 -0.18272
C 3.12277 1.56620 -0.72809
C 0.93533 4.65257 1.89654
H 3.59858 3.65471 -0.60809
H 1.90396 3.32106 -0.57892
H 3.92802 1.16592 -0.10336
H 3.47893 1.52551 -1.75671
H 2.27139 0.89763 -0.61146
H 1.05102 4.94567 0.85273
H 1.65654 5.21348 2.48192
H -0.11137 4.68130 2.20064
C -1.12342 3.96993 -1.76876
O -1.77620 2.72630 -1.62666
H -1.62226 4.74569 -1.17447
H -0.08516 3.91430 -1.44657
H -1.17245 4.38770 -2.77959
H -2.35235 2.56361 -2.37806
C -4.56923 0.73133 -0.53993
O -3.34892 0.08736 -0.15017
H -4.98135 0.17630 -1.38753
H -5.31253 0.69459 0.26324
H -4.40322 1.78988 -0.71622
H -3.42284 -0.86286 -0.31616

Output
Multiplicity: 4
Relative energy (zero: lowest compared OMol25 entry of this formula, charge and spin), eV: 1.287

DFT (the ωB97M-V functional and the def2-TZVPD basis) results for a structure of composition C11H32GaN6O2S in a non-equilibrium geometry.

Geometry (Å):
N 3.81399 -4.98993 -0.69675
C 3.10959 -3.71616 -0.88671
N 3.02998 -3.16772 0.46979
N 3.98372 -2.88240 -1.72095
C 1.72011 -3.89214 -1.54327
Ga 0.19724 -2.72063 -0.82142
N -1.52724 -3.71396 -0.59103
C -1.48196 -4.79431 -1.04789
S -1.53167 -6.40542 -1.29680
H 4.29887 -5.22876 -1.54533
H 3.15735 -5.70996 -0.43619
H 3.92609 -3.36584 0.89939
H 2.88087 -2.17099 0.44363
H 3.53059 -2.57084 -2.56461
H 4.34192 -2.09573 -1.21213
H 1.83834 -3.58319 -2.58065
H 1.47545 -4.94557 -1.59218
H -0.08864 -1.54381 -1.89737
H 0.48980 -1.98864 0.56960
C -4.78792 0.13882 2.80698
C -3.45196 -0.54319 3.08987
C -2.22871 0.31948 2.74199
O -1.94199 0.40685 1.36465
C -2.72428 1.34482 0.65464
N -3.42702 -1.83759 2.40358
H -5.03700 0.13099 1.74670
H -5.59178 -0.38324 3.32712
H -4.78389 1.17606 3.15212
H -3.40757 -0.73348 4.16730
H -1.34974 -0.15283 3.18815
H -2.30737 1.32485 3.18303
H -2.96285 2.22484 1.26237
H -3.64181 0.87633 0.29108
H -2.15141 1.66704 -0.21594
H -2.59003 -2.34602 2.67431
H -3.28971 -1.66486 1.41051
C 0.53041 5.48306 -0.82626
C 1.05731 4.68130 -2.01266
C 0.72140 3.18303 -1.94972
O 1.50229 2.43842 -1.04242
C 1.08853 2.50724 0.31055
N 2.50005 4.91345 -2.13905
H 1.13776 5.34353 0.06702
H 0.54340 6.54883 -1.05839
H -0.49845 5.20459 -0.58876
H 0.57374 5.07729 -2.91108
H 0.93002 2.75030 -2.93178
H -0.34756 3.02291 -1.75532
H 0.00226 2.58270 0.40258
H 1.56983 3.34826 0.81886
H 1.41167 1.59265 0.80570
H 2.83170 4.46940 -2.99047
H 2.95634 4.39015 -1.39638

Output
Total charge: -1

DFT (the ωB97M-V functional and the def2-TZVPD basis) results for a structure of composition C11H32N2O5P2Sr in a non-equilibrium geometry.

Geometry (Å):
O 0.43471 2.19399 -0.06663
H 1.67341 2.58685 -0.34352
Sr -1.26050 0.34506 -0.16363
N -1.26986 -0.28545 -2.70393
N 0.64687 -0.99157 -1.29389
O -2.23924 0.23899 -3.40362
O 1.80186 -1.34105 -0.50148
C -0.49060 -1.22268 -3.28952
C 0.62309 -1.61022 -2.47953
C -0.76458 -1.80940 -4.62209
C 1.67175 -2.55242 -2.95082
H -1.69700 -1.41057 -5.02849
H -0.85369 -2.90150 -4.54932
H 0.05111 -1.59964 -5.32614
H 2.19774 -3.02266 -2.11348
H 2.40842 -2.01324 -3.56683
H 1.23284 -3.33653 -3.58104
H -2.75019 1.26763 -2.29623
H 2.02912 -0.51435 -0.02595
O -1.29026 -2.11866 0.64592
H -1.91012 -2.85327 0.80866
H -0.45038 -2.54489 0.38096
C 2.72386 3.13568 -0.70712
H 2.51444 4.20378 -0.79855
H 2.99585 2.69396 -1.67241
H 3.50722 2.95211 0.03192
O -2.84811 1.65570 -1.34575
H -0.00578 3.06199 -0.09444
H -3.45581 2.40876 -1.37777
C -2.75893 1.46358 2.20833
P -2.10158 1.59633 3.93873
C -3.08183 3.01038 4.57607
C -0.44712 2.42755 3.65117
C 0.73681 1.47602 3.84816
P 0.71648 0.03073 2.69145
C 2.40195 -0.58437 3.05564
C -0.25218 -1.15657 3.70634
H -2.23475 2.12001 1.48620
H -3.81154 1.78282 2.24409
H -2.77659 0.39786 1.89426
H -3.81426 2.58572 5.27719
H -2.43688 3.70968 5.12220
H -3.61170 3.53032 3.76840
H -0.44822 2.84337 2.63250
H -0.38695 3.26209 4.36498
H 1.67207 2.02687 3.66327
H 0.76328 1.09184 4.88029
H 2.47134 -0.91054 4.10263
H 2.62255 -1.43129 2.39303
H 3.13094 0.21704 2.87319
H 0.13985 -1.17158 4.73291
H -1.32426 -0.90465 3.72778
H -0.13594 -2.15363 3.25863

Output
Relative energy (zero: lowest compared OMol25 entry of this formula, charge and spin), eV: 0.000

| no. | E_tot (eV) |
| --- | --- |
| 1 | -54757.12131 |
| 2 | -20219.39338 |
| 3 | -32116.46977 |
| 4 | -95224.06288 |
| 5 | -35520.96102 |
| 6 | -102588.18192 |
| 7 | -88173.21649 |
| 8 | -44555.15910 |